Record 1
A cluster of 2 separate species, C3H10N3O in total in a non-equilibrium geometry, computed with wB97M-V/def2-TZVPD.

Total energy   -359.04748 Eh
HOMO energy (spin up / spin down)   -18.24 / -18.21 eV
Gap between HOMO and LUMO (spin up / spin down)   0.3759 / 0.1806 hartree
Net charge   +2
Multiplicity   2
Relative energy (zero: lowest compared OMol25 entry of this formula, charge and spin)   31.19 kcal/mol
Expectation value of S²   0.7562

XYZ file:
```
17
Properties=species:S:1:pos:R:3:nbo_charge:R:1
H 1.4544 1.5362 -2.5224 0.479
H -2.3664 -2.3525 1.2712 0.435
H 1.2411 -0.0438 -3.0053 0.455
N -0.1683 -0.3178 1.8892 -0.459
H 1.0244 -0.6651 -0.9237 0.260
C -1.1831 -0.9914 2.1627 0.208
H -1.4470 -1.4684 3.1446 0.320
N 0.8076 0.7259 -2.4858 -0.687
N -2.2273 -1.3286 1.2538 -0.376
H 1.5514 1.1474 0.8294 0.162
C 0.6371 0.3508 -1.0335 -0.336
C 1.5300 1.2791 -0.2542 0.419
H 0.4397 -0.1799 2.7053 0.422
H -3.1347 -0.8977 1.4976 0.445
H -0.0669 0.8654 -2.9970 0.457
O 2.3099 1.9899 -0.8159 -0.448
H -0.4019 0.3504 -0.7161 0.245
```

Record 2
A cluster of 2 separate species, C18H22NO4S in total in a non-equilibrium geometry, computed with wB97M-V/def2-TZVPD.

Total energy   -1452.53977 Eh
HOMO energy   -9.39 eV
Gap between HOMO and LUMO   0.1536 hartree
Net charge   +1
Multiplicity   1

XYZ file:
```
46
Properties=species:S:1:pos:R:3:nbo_charge:R:1
C -1.2204 -5.2036 -1.5508 -0.270
H 4.5160 2.1222 2.4612 0.248
H 1.8681 1.3286 -2.2721 0.196
S 2.2914 1.1926 2.3218 0.896
H 0.1988 -0.5817 2.5466 0.196
O -0.1273 1.7872 -2.1424 -0.411
C -3.0423 0.3714 2.0853 -0.068
H -1.4541 3.3739 1.8147 0.213
C -0.9160 -2.3636 -1.8770 -0.264
O -5.3084 0.5851 1.8070 -0.400
C 0.8526 0.9235 -2.1288 0.444
H 3.7635 0.1714 0.6705 0.235
C 3.5093 2.5427 2.5503 -0.732
C -2.8530 1.7566 1.8948 -0.142
C 2.7372 0.5510 0.6801 -0.783
C -0.4255 1.4666 2.0232 0.010
H 2.6158 1.3647 -0.0415 0.213
H 2.3032 -3.4763 -1.9996 0.257
H 0.8264 3.6578 -1.9254 0.210
C -1.9136 -0.4588 2.2839 -0.149
H -2.0941 -1.5195 2.4428 0.242
C -1.5897 2.2975 1.8777 -0.266
N -4.3436 -0.1856 2.0160 0.505
H 0.6968 3.0614 -3.6063 0.206
C 0.8533 2.0363 1.9547 -0.756
H 3.3573 2.9408 3.5576 0.264
H -1.7569 -4.8091 -0.6720 0.201
C 0.1820 -3.2531 -1.8689 0.423
O -4.4865 -1.4201 2.1570 -0.411
H -3.7406 2.3671 1.7626 0.252
H -1.0126 -6.2671 -1.4179 0.228
H -1.5410 -0.3149 -2.0379 0.250
C 0.6253 -0.4858 -2.0694 -0.252
H 2.7151 -1.0228 -2.3243 0.233
C -0.6421 0.0649 2.2806 -0.270
H 3.3323 3.3129 1.7962 0.237
H -1.8210 -5.0465 -2.4618 0.198
C 1.7084 -1.4001 -2.1280 -0.094
H -1.9348 -2.7508 -1.7991 0.247
H 0.9291 3.1231 1.9288 0.233
O 0.0825 -4.5938 -1.6806 -0.447
C 0.1848 3.1214 -2.6364 -0.268
C -0.6962 -0.9991 -1.9700 -0.068
H 2.0371 -0.2550 0.4508 0.246
C 1.4972 -2.7533 -2.0044 -0.272
H -0.7638 3.6398 -2.7497 0.238
```

Record 3
An isolated molecule of C24H36N4O5S in a non-equilibrium geometry, computed with wB97M-V/def2-TZVPD.

Total energy   -1929.55648 Eh
HOMO energy   -7.96 eV
Gap between HOMO and LUMO   0.2842 hartree
Multiplicity   1
Relative energy (zero: lowest compared OMol25 entry of this formula, charge and spin)   2.46 kcal/mol
SMILES string   CCCCN(C)CCCNC(=O)c1cn(CC)c2ccc(S(=O)(=O)N3CCOCC3)cc2c1=O

XYZ file:
```
70
Properties=species:S:1:pos:R:3:nbo_charge:R:1
C -2.0899 2.6061 1.4620 -0.156
N 2.0430 -3.0101 0.0315 -0.623
H -1.8390 -3.7220 -2.7759 0.165
H 1.5829 2.6782 2.1526 0.169
C -2.4090 1.3386 1.8916 -0.268
H -3.3144 1.2000 2.4585 0.221
N 0.0052 -2.9982 -1.9666 -0.463
H -2.7312 3.4469 1.6744 0.246
H -1.9458 -1.6722 4.6173 0.219
C 1.3313 0.4014 -4.6003 -0.610
C 2.6553 -4.0755 -0.7201 -0.222
H -1.0189 -2.1449 -4.3505 0.200
H -3.8973 -0.7765 2.4276 0.207
O 1.6356 -0.3316 -0.0165 -0.641
H 2.6659 -3.0554 -2.6211 0.198
H 1.6120 0.5499 -3.5612 0.206
C -1.3917 -3.3487 -1.8420 -0.412
H 2.0955 -0.2032 -5.0849 0.198
H 2.7948 -4.8112 -2.7302 0.213
O 1.6279 4.0639 3.6792 -0.524
C -0.9365 2.8218 0.7190 -0.371
H -0.4052 -0.9932 -2.1537 0.188
S -0.5300 4.4884 0.1873 2.340
H -2.5367 -0.0212 4.4284 0.213
C -1.5732 0.2487 1.5917 0.274
H 0.4770 6.4117 2.9282 0.207
H -0.7722 0.3255 -4.1727 0.194
H 0.6102 -4.3134 -3.5223 0.168
C -0.1036 1.7770 0.4125 -0.124
H 1.3061 1.3749 -5.0842 0.212
H -3.6600 -1.3183 4.8482 0.222
O 0.1918 4.4026 -1.0444 -0.932
H 3.7409 -4.0197 -0.5953 0.197
H -1.4846 -4.1244 -1.0809 0.214
C 0.8362 -3.1742 0.6011 0.709
C -0.3934 0.4834 0.8543 -0.211
C -2.7784 -1.0684 4.2646 -0.619
H -1.3326 -3.0401 1.9243 0.245
C -0.0162 5.4878 2.6059 -0.260
H 2.2926 -5.0167 -0.2999 0.222
C 0.2557 4.3854 3.6352 -0.085
N -1.8742 -1.0360 1.9770 -0.377
H -0.0070 4.7210 4.6398 0.199
H 0.4370 -5.0039 -1.9001 0.209
O -1.7318 5.2667 0.2551 -0.942
H 0.7110 -2.2912 -4.6812 0.194
H 2.5184 5.5390 1.5455 0.206
C -1.0396 -2.0392 1.6350 0.136
H -0.3300 3.4856 3.3861 0.163
C 0.7883 -4.1260 -2.4489 -0.220
C 0.1289 -1.9008 0.9557 -0.319
O 0.3396 -4.2569 0.8713 -0.676
C 0.2345 -1.7348 -2.6439 -0.217
C 2.2945 -3.9937 -2.2074 -0.414
C 1.8805 4.6723 1.3381 -0.261
H 3.1604 3.4107 2.5575 0.203
C 2.0966 3.6124 2.4247 -0.087
H -3.2634 -2.4069 2.6503 0.218
H 1.2675 -1.4384 -2.4562 0.201
C -0.0406 -1.6990 -4.1548 -0.423
C -0.0312 -0.2738 -4.7072 -0.386
H 2.2891 -2.0575 -0.2238 0.427
H -1.9527 -2.4735 -1.5150 0.192
H 2.1139 4.2830 0.3482 0.241
C 0.5692 -0.5873 0.5402 0.590
C -3.0382 -1.3473 2.7864 -0.205
H 0.7830 1.9325 -0.1834 0.263
N 0.5088 5.1241 1.3121 -0.675
H -0.3296 -0.3068 -5.7585 0.199
H -1.0827 5.6725 2.4842 0.237
```

Record 4
An isolated molecule of C18H22F3NO7P2 in a non-equilibrium geometry, computed with wB97M-V/def2-TZVPD.

Total energy   -2262.29333 Eh
HOMO energy   -8.54 eV
Gap between HOMO and LUMO   0.2145 hartree
Multiplicity   1
Relative energy (zero: lowest compared OMol25 entry of this formula, charge and spin)   427.28 kcal/mol
SMILES string   CP(O)c1ccc2c(c1CCCCCN)C(=O)C(P(=O)(O)O)=C(COC(F)(F)F)C2=O

XYZ file:
```
53
Properties=species:S:1:pos:R:3:nbo_charge:R:1
O -4.7958 -3.4900 0.6663 -0.476
H 4.4394 4.4080 1.7482 0.263
C 0.7494 2.3623 1.9983 -0.355
H 3.9694 3.2820 3.1857 0.245
H 2.9145 -0.5515 -3.2912 0.169
N 4.4833 0.9473 -3.1973 -0.839
C 1.7556 1.1356 -0.3328 -0.486
H 2.6607 1.8788 -0.0981 0.216
H 0.8489 -0.0804 -2.7703 0.227
H -0.8593 -3.3854 -3.0333 0.518
C 2.1115 1.5863 -3.9182 -0.434
C -1.2606 1.1286 3.5644 -0.170
C -1.2618 -0.1293 2.4946 -0.094
H 3.4636 0.0354 -5.0130 0.200
C -2.3181 -1.3689 2.7237 0.497
H 0.4819 5.2799 2.8988 0.492
H 4.9594 0.0796 -2.8148 0.353
H 2.5132 2.6362 -3.5321 0.215
C 3.7228 3.5019 2.0477 -0.972
H -3.3415 -4.6517 1.7022 0.266
C 0.8825 1.0739 -2.9594 -0.420
C -0.2398 2.3847 3.3144 -0.212
F -5.0335 -1.0821 0.2989 -0.342
H -0.1361 1.3699 -3.5014 0.214
H -0.2392 3.2872 4.0907 0.254
C 0.9043 1.8999 -1.5444 -0.412
C -5.6990 -2.3409 0.7909 1.169
H -0.2296 1.9879 -1.1804 0.220
H 1.2569 3.0343 -1.6674 0.224
P 1.8643 3.9243 1.7656 1.049
C -3.7847 -3.5430 1.7316 -0.159
H 4.1154 1.4999 -2.3696 0.347
O -2.9732 -1.3927 3.9004 -0.521
O 0.6207 -1.8740 -0.6326 -0.562
C 0.7513 1.0613 0.9505 0.093
H 2.2540 0.1357 -0.6636 0.267
H -2.0008 1.0643 4.4806 0.271
C 3.2516 0.4018 -3.9150 -0.224
F -6.3373 -2.1702 2.1145 -0.322
F -6.8330 -2.5791 -0.1796 -0.331
C -1.5903 -2.6894 0.3683 -0.459
O 1.4748 5.1510 2.9828 -0.949
H -4.2198 -3.4201 2.8245 0.251
P -1.6763 -4.0130 -0.9915 2.197
C -0.2484 -0.2154 1.1841 -0.134
C -2.5072 -2.5367 1.5407 0.036
C -0.3538 -1.5647 0.2602 0.530
O -0.0899 -4.8156 -0.9827 -0.949
H 4.0851 2.5823 1.3914 0.257
H 0.3271 -4.6456 -0.0651 0.503
O -2.7356 -5.1574 -0.8123 -1.005
H 1.6522 1.7865 -4.9841 0.221
O -1.7491 -3.2099 -2.5699 -0.939
```